1.
C27H35EuIN3O3 | ωB97M-V/def2-TZVPD

XYZ file:
```
70
Properties=species:S:1:pos:R:3:mulliken_spin:R:1
Eu 9.84 -18.66 4.76 3.21
C 12.72 -18.60 6.02 -0.02
C 13.66 -19.55 6.38 -0.05
C 14.60 -19.99 5.41 0.08
C 14.63 -19.41 4.13 0.02
C 13.68 -18.44 3.80 -0.06
C 12.73 -18.02 4.75 0.10
H 12.11 -18.16 6.84 0.05
H 13.79 -19.94 7.37 -0.01
H 15.30 -20.78 5.70 0.00
H 15.37 -19.74 3.39 0.00
H 13.65 -17.92 2.83 0.00
H 12.22 -17.13 4.44 0.04
C 8.83 -19.18 9.12 0.01
C 8.97 -20.36 8.15 -0.02
C 10.31 -21.12 8.24 0.10
C 7.89 -21.43 8.28 0.04
C 8.90 -19.65 6.81 0.64
H 8.70 -19.46 10.16 0.01
H 7.98 -18.56 8.81 0.01
H 9.68 -18.50 9.04 0.01
H 10.39 -21.63 9.23 0.00
H 11.16 -20.47 8.13 0.00
H 10.33 -21.84 7.43 -0.03
H 7.73 -21.83 9.27 0.00
H 8.07 -22.27 7.57 0.00
H 6.97 -20.96 7.96 0.00
H 7.79 -19.68 6.65 0.04
C 10.67 -22.44 2.07 0.30
N 9.42 -22.75 2.76 -0.78
C 8.94 -24.06 2.47 0.44
C 8.91 -21.88 3.63 0.05
C 7.68 -22.25 4.35 0.47
O 9.39 -20.74 3.68 0.07
H 11.45 -23.21 2.38 -0.11
H 11.02 -21.43 2.36 0.21
H 10.56 -22.57 1.02 -0.09
H 9.37 -24.80 3.25 -0.08
H 9.36 -24.37 1.49 0.02
H 7.84 -24.17 2.46 -0.01
H 6.84 -22.28 3.63 -0.12
H 7.48 -21.52 5.13 -0.17
H 7.73 -23.29 4.76 0.05
I 4.50 -16.18 -2.01 0.12
C 6.05 -16.30 -0.44 0.54
C 5.76 -15.79 0.85 -0.05
C 6.59 -16.05 1.89 0.34
C 7.81 -16.84 1.66 0.46
C 8.12 -17.24 0.37 -0.01
C 7.21 -17.07 -0.69 0.35
C 8.72 -17.26 2.78 -0.45
O 8.17 -17.40 3.96 0.18
O 9.96 -17.51 2.63 0.21
H 4.84 -15.26 1.09 0.02
H 6.33 -15.75 2.93 0.03
H 9.06 -17.73 0.17 0.03
H 7.47 -17.44 -1.70 0.04
N 10.71 -11.81 6.28 0.02
C 10.51 -13.16 6.19 0.22
C 9.35 -13.73 5.58 0.09
C 9.29 -15.14 5.49 -0.01
N 10.30 -15.92 5.84 0.11
C 11.29 -15.42 6.64 0.39
C 11.43 -14.04 6.81 -0.19
H 10.37 -11.26 5.44 0.02
H 11.67 -11.47 6.44 0.01
H 8.45 -13.19 5.27 0.05
H 8.37 -15.61 5.05 0.00
H 12.00 -16.15 7.06 0.07
H 12.33 -13.68 7.38 0.00
```

Kohn-Sham gap (spin up / spin down): 1.8 / 3.9 eV
LUMO level (spin up / spin down): 1.6 / -1.2 eV
2S+1: 8
Energy: -2447.469924 Eh
<S²>: 15.814
Charge: -1
ΔE to the lowest compared entry with this formula, charge and spin: 700.8 kJ/mol

***

2.
C27H35InN10O6S | ωB97M-V/def2-TZVPD

XYZ file:
```
80
Properties=species:S:1:pos:R:3:lowdin_charge:R:1
In -0.41 2.60 -0.79 0.73
O 1.84 5.00 2.41 0.18
C 0.72 4.60 1.83 -0.47
O 0.26 5.09 0.82 0.07
C 0.05 3.46 2.54 -0.15
C 0.35 3.16 3.86 0.06
C -0.36 2.15 4.48 0.02
C -1.33 1.48 3.76 0.04
C -1.54 1.84 2.44 -0.17
N -0.88 2.82 1.83 0.16
C -2.57 1.16 1.58 -0.46
O -2.73 -0.15 1.73 0.17
O -3.24 1.77 0.78 0.09
H 2.20 5.74 1.91 0.16
H 1.12 3.71 4.38 0.14
H -0.17 1.89 5.52 0.13
H -1.93 0.70 4.22 0.14
H -2.05 -0.53 2.30 0.13
N -2.13 4.21 -0.52 0.01
N -2.29 5.10 -1.58 -0.02
C -1.28 5.35 -2.44 -0.78
N -1.50 6.32 -3.33 0.14
S 0.18 4.51 -2.43 0.81
H -3.00 3.72 -0.32 0.10
H -1.81 4.70 0.31 0.09
H -3.10 5.70 -1.55 0.17
H -2.34 6.87 -3.35 0.13
H -0.78 6.52 -4.01 0.12
C -4.18 -0.42 -1.83 -0.01
N -2.86 -0.73 -2.37 -0.12
C -2.78 -1.88 -3.27 -0.02
C -1.82 0.11 -2.20 -0.37
N -1.94 1.33 -1.73 0.11
N -0.60 -0.43 -2.55 0.17
C 0.62 0.20 -2.71 -0.46
N 1.60 -0.62 -3.16 0.21
N 0.75 1.45 -2.46 0.08
H -4.71 -1.35 -1.67 0.11
H -4.76 0.20 -2.53 0.11
H -4.09 0.09 -0.87 0.07
H -3.77 -2.07 -3.67 0.10
H -2.45 -2.78 -2.75 0.09
H -2.12 -1.67 -4.11 0.10
H -2.91 1.55 -1.55 0.06
H -0.59 -1.43 -2.63 0.12
H 1.45 -1.61 -3.26 0.12
H 2.56 -0.33 -3.03 0.13
H 1.69 1.78 -2.68 0.10
C 1.50 -6.54 2.28 -0.03
C 0.91 -5.50 1.37 -0.22
C -0.01 -5.87 0.40 -0.03
C -0.59 -4.93 -0.43 -0.07
C -0.21 -3.60 -0.31 -0.04
C 0.72 -3.22 0.64 -0.21
N 1.05 -1.83 0.73 0.10
C 2.26 -1.29 0.39 -0.18
C 3.38 -2.12 0.13 -0.01
C 4.61 -1.58 -0.15 -0.05
C 4.81 -0.19 -0.19 -0.07
C 3.73 0.63 0.02 -0.02
C 2.45 0.11 0.30 -0.08
C 1.33 1.04 0.30 -0.55
O 1.53 2.30 0.10 -0.06
O 0.12 0.65 0.33 -0.06
C 1.27 -4.15 1.52 -0.17
C 2.19 -3.75 2.63 -0.03
H 1.18 -7.54 1.99 0.08
H 1.19 -6.38 3.32 0.09
H 2.59 -6.52 2.27 0.09
H -0.28 -6.91 0.30 0.12
H -1.32 -5.23 -1.17 0.10
H -0.66 -2.84 -0.94 0.08
H 0.28 -1.18 0.65 0.10
H 3.25 -3.19 0.15 0.11
H 5.44 -2.24 -0.34 0.12
H 5.79 0.22 -0.40 0.11
H 3.84 1.70 -0.03 0.12
H 3.21 -4.13 2.48 0.09
H 1.85 -4.16 3.58 0.09
H 2.26 -2.67 2.74 0.08
```

Kohn-Sham gap: 6.8 eV
LUMO level: -5.5 eV
Energy: -2636.937746 Eh
Charge: +2
ΔE to the lowest compared entry with this formula, charge and spin: 0.0 kJ/mol

***

3.
C27H35N2O8 | ωB97M-V/def2-TZVPD

XYZ file:
```
72
Properties=species:S:1:pos:R:3:lowdin_charge:R:1
C 0.81 0.27 4.15 -0.08
C 1.35 -0.70 3.14 -0.23
O 0.22 -1.27 2.45 -0.04
C 0.45 -2.45 1.82 -0.48
C -0.34 -2.67 0.57 -0.13
C 0.53 -2.88 -0.63 -0.30
C 1.39 -1.59 -0.78 -0.14
C 2.32 -1.60 -1.99 -0.21
C 3.07 -2.93 -2.17 -0.21
C 2.23 -4.18 -1.89 -0.21
C 1.43 -4.11 -0.59 -0.16
C -1.61 -2.01 0.17 -0.52
O -2.19 -2.34 -0.86 0.02
O -2.05 -1.04 0.98 -0.02
C -3.30 -0.48 0.54 -0.23
C -3.75 0.40 1.67 -0.08
O 1.30 -3.26 2.19 0.03
H 1.57 0.50 4.90 0.07
H 0.54 1.21 3.66 0.07
H -0.09 -0.12 4.65 0.07
H 1.95 -0.18 2.39 0.12
H 1.93 -1.51 3.61 0.12
H -0.14 -2.95 -1.49 0.14
H 0.70 -0.73 -0.84 0.13
H 1.97 -1.45 0.14 0.11
H 1.72 -1.37 -2.88 0.11
H 3.04 -0.79 -1.86 0.10
H 3.44 -2.98 -3.20 0.10
H 3.94 -2.92 -1.50 0.11
H 1.51 -4.31 -2.71 0.11
H 2.88 -5.07 -1.87 0.10
H 2.06 -4.06 0.30 0.10
H 0.80 -5.00 -0.48 0.10
H -3.13 0.10 -0.37 0.12
H -4.01 -1.30 0.36 0.12
H -4.61 0.99 1.35 0.07
H -4.04 -0.20 2.53 0.06
H -2.96 1.09 1.98 0.08
C -5.74 -9.36 0.46 -0.07
O -4.46 -8.91 -0.02 -0.09
C -4.07 -7.65 0.29 -0.27
C -2.74 -7.29 -0.01 0.01
C -2.21 -6.11 0.48 0.02
C -2.97 -5.29 1.35 -0.17
C -2.40 -4.25 2.17 0.10
C -2.87 -4.06 3.45 -0.03
C -2.80 -2.75 4.09 -0.34
O -2.15 -1.79 3.68 0.09
N -3.58 -2.58 5.24 0.02
C -3.66 -1.25 5.79 -0.02
C -4.50 -3.51 5.75 -0.40
O -5.26 -3.26 6.68 0.06
N -4.46 -4.77 5.13 0.01
C -5.19 -5.83 5.81 -0.03
C -3.41 -5.16 4.28 -0.36
O -3.02 -6.33 4.28 0.10
C -4.35 -5.57 1.47 -0.02
C -4.91 -6.72 0.95 -0.02
H -5.76 -10.41 0.17 0.09
H -5.83 -9.27 1.56 0.10
H -6.56 -8.82 -0.02 0.09
H -2.14 -7.98 -0.59 0.12
H -1.18 -5.81 0.28 0.11
H -1.52 -3.70 1.84 0.09
H -4.18 -1.33 6.74 0.08
H -2.66 -0.84 5.91 0.09
H -4.24 -0.59 5.12 0.10
H -5.43 -6.60 5.08 0.09
H -4.59 -6.24 6.62 0.10
H -6.10 -5.40 6.23 0.08
H -4.98 -4.87 2.03 0.12
H -5.97 -6.95 1.13 0.10
```

Kohn-Sham gap: 5.0 eV
LUMO level: 2.0 eV
Energy: -1761.328746 Eh
Charge: -1